No. 1
C19H26BFeI2N4OS2 | ωB97M-V with the def2-TZVPD basis set

Values from the calculation:
Spin multiplicity: 5
Molecular weight: 711.0 g/mol
Charge: +1
LUMO energy (alpha / beta): -2.96 / -3.08 eV
Maximum force: 0.25 eV Å⁻¹

Last column: Mulliken spin population.
Element x y z (Å)
Fe: 0.523 -0.228 0.138  3.687
I: -3.299 -0.307 1.430  0.005
C: -2.831 1.387 0.248  -0.004
I: -0.930 2.267 0.643  0.046
H: -3.574 2.149 0.442  0.001
H: -2.821 1.076 -0.788  0.001
C: -2.217 -2.185 -4.016  0.002
N: -1.297 -2.838 -3.096  0.004
C: -0.904 -4.163 -3.141  0.000
C: -0.029 -4.337 -2.132  0.000
N: 0.114 -3.129 -1.466  0.012
B: 1.012 -2.972 -0.208  0.003
N: 0.184 -3.235 1.089  -0.004
C: -0.432 -4.446 1.358  0.001
C: -1.015 -4.365 2.570  0.003
N: -0.751 -3.096 3.050  0.002
C: -1.172 -2.555 4.335  0.002
C: -0.020 -2.425 2.139  0.024
S: 0.537 -0.814 2.396  0.075
C: -0.666 -2.224 -2.077  0.000
S: -0.858 -0.547 -1.738  0.056
H: -2.670 -2.944 -4.647  0.000
H: -1.688 -1.464 -4.636  0.000
H: -2.993 -1.667 -3.457  -0.001
H: -1.275 -4.844 -3.886  0.000
H: 0.533 -5.206 -1.841  0.001
H: 1.532 -1.859 -0.163  0.018
H: 1.903 -3.777 -0.288  0.000
H: -0.397 -5.267 0.665  0.000
H: -1.578 -5.085 3.135  0.000
H: -1.815 -3.284 4.821  0.001
H: -1.717 -1.625 4.185  -0.002
H: -0.307 -2.357 4.965  -0.001
C: 8.690 1.390 -0.578  0.000
C: 7.202 1.302 -0.750  0.000
C: 6.376 0.970 0.318  0.001
C: 5.000 0.895 0.186  -0.001
C: 4.184 0.530 1.393  -0.008
C: 4.431 1.164 -1.084  -0.002
C: 3.018 1.086 -1.321  0.010
O: 2.147 0.820 -0.485  0.057
C: 5.261 1.506 -2.185  0.000
C: 4.716 1.804 -3.561  -0.001
C: 6.625 1.567 -1.991  0.001
H: 9.006 1.004 0.388  0.000
H: 9.016 2.429 -0.654  0.000
H: 9.203 0.833 -1.363  0.000
H: 6.820 0.763 1.284  0.000
H: 4.833 0.396 2.256  0.000
H: 3.626 -0.394 1.235  0.006
H: 3.448 1.300 1.627  0.002
H: 2.682 1.285 -2.345  0.001
H: 4.160 0.961 -3.973  0.000
H: 5.535 2.020 -4.243  0.000
H: 4.054 2.671 -3.555  0.000
H: 7.266 1.824 -2.827  0.000

Atoms 1-6, force components in eV/Å:
0.138 0.176 -0.117
-0.013 0.049 -0.067
-0.014 -0.020 0.110
-0.082 0.054 -0.007
0.009 0.015 0.003
-0.018 0.005 0.012

---

No. 2
C19H42Br2N2O3P | ωB97M-V with the def2-TZVPD basis set

Values from the calculation:
Molecular weight: 537.3 g/mol
Charge: +1
LUMO energy: -4.69 eV
Maximum force: 0.63 eV Å⁻¹

Last column: Löwdin charge in e.
Element x y z (Å)
C: -0.991 0.278 -9.863  -0.107
C: -1.395 -0.127 -8.431  -0.257
C: -1.242 -1.631 -8.132  -0.226
C: -2.255 -2.178 -7.115  -0.219
C: -1.788 -2.062 -5.657  -0.226
C: -2.933 -1.905 -4.654  -0.216
C: -2.499 -2.009 -3.182  -0.216
C: -2.768 -0.747 -2.362  -0.233
C: -2.526 -0.936 -0.867  -0.227
C: -2.762 0.332 -0.044  -0.217
C: -2.122 0.297 1.343  -0.221
C: -1.988 1.680 1.981  -0.198
C: -1.403 1.639 3.409  -0.270
C: 0.054 2.058 3.349  -0.275
N: 1.019 1.710 4.495  -0.694
Br: 0.879 -0.167 4.884  0.881
C: 2.421 1.979 3.876  -0.208
C: 3.725 2.174 4.656  -0.391
C: 3.852 3.534 5.388  -0.073
C: 4.244 0.980 5.474  -0.075
P: 0.645 2.854 5.969  0.636
O: 1.560 2.154 7.073  -0.353
Br: -1.304 2.078 6.619  0.483
H: -0.755 -0.600 -10.473  0.064
H: -0.112 0.926 -9.879  0.064
H: -1.794 0.820 -10.369  0.066
H: -2.431 0.166 -8.240  0.097
H: -0.785 0.444 -7.721  0.099
H: -1.311 -2.201 -9.066  0.101
H: -0.231 -1.812 -7.743  0.111
H: -3.206 -1.639 -7.224  0.105
H: -2.477 -3.227 -7.343  0.110
H: -1.108 -1.204 -5.564  0.113
H: -1.204 -2.951 -5.386  0.114
H: -3.413 -0.932 -4.825  0.111
H: -3.696 -2.659 -4.878  0.113
H: -1.420 -2.218 -3.144  0.110
H: -3.002 -2.852 -2.696  0.111
H: -3.806 -0.424 -2.520  0.119
H: -2.126 0.064 -2.734  0.119
H: -1.501 -1.298 -0.706  0.112
H: -3.197 -1.725 -0.503  0.119
H: -3.842 0.484 0.076  0.123
H: -2.377 1.198 -0.599  0.115
H: -2.719 -0.338 2.013  0.122
H: -1.129 -0.175 1.276  0.113
H: -1.343 2.295 1.340  0.116
H: -2.963 2.170 2.014  0.123
H: -1.968 2.303 4.063  0.050
H: -1.502 0.628 3.812  0.064
H: 0.533 1.623 2.465  0.125
H: 0.136 3.148 3.269  0.130
H: 2.245 2.882 3.281  0.127
H: 2.534 1.146 3.176  0.115
H: 4.409 2.240 3.797  0.143
H: 4.765 4.043 5.077  0.088
H: 3.904 3.412 6.471  0.075
H: 3.027 4.218 5.165  0.056
H: 3.975 1.058 6.524  0.071
H: 5.336 0.951 5.422  0.094
H: 3.903 0.020 5.080  0.032
H: 1.229 1.335 7.456  0.042
C: 3.504 -3.472 4.551  0.041
N: 4.960 -3.173 4.475  -0.454
O: 5.727 -4.085 4.330  0.106
O: 5.263 -2.001 4.568  0.044
H: 3.356 -4.541 4.448  0.098
H: 3.155 -3.110 5.514  0.094
H: 3.032 -2.924 3.741  0.090

Atoms 1-6, force components in eV/Å:
0.030 0.009 -0.023
0.101 0.020 0.075
0.109 -0.046 0.035
-0.070 0.040 0.067
0.033 0.051 0.057
-0.086 0.067 -0.155